No. 1
{"formula": "C24H44Cl3EuN4O3SSi", "method": "ωB97M-V with the def2-TZVPD basis set", "fmax_ev_per_a": 1.73, "e_tot_ev": -113320.9133, "lumo_energy_ev": [-1.65, 0.14], "spin_multiplicity": 7, "elements": ["C", "C", "H", "H", "H", "C", "C", "H", "H", "H", "H", "Eu", "Cl", "Cl", "C", "O", "N", "C", "C", "H", "H", "H", "H", "H", "H", "H", "H", "H", "C", "C", "N", "H", "C", "O", "H", "H", "H", "H", "O", "C", "C", "C", "H", "C", "H", "C", "H", "C", "C", "H", "H", "H", "Si", "Cl", "C", "C", "C", "H", "H", "H", "H", "H", "H", "H", "H", "H", "S", "C", "N", "C", "C", "C", "N", "H", "H", "H", "H", "H", "H", "H", "H"], "positions_angstrom": [[2.49960, -2.46587, -2.63575], [2.01788, -1.63846, -3.78718], [1.83623, -3.33578, -2.52997], [2.46206, -1.92359, -1.68237], [3.51916, -2.84934, -2.79899], [1.92439, -2.13042, -5.03781], [2.23010, -3.53440, -5.45077], [1.67642, -1.45345, -5.85642], [1.74690, -4.28405, -4.81123], [3.31320, -3.71795, -5.44374], [1.86799, -3.67781, -6.47484], [0.47946, 0.38021, 1.82886], [2.15558, 1.63279, 3.63989], [1.84904, 1.54076, -0.28623], [-0.11619, 3.30493, 1.25933], [-0.85692, 2.29958, 1.45577], [-0.60298, 4.46115, 0.84449], [-2.04650, 4.56572, 0.62373], [0.25364, 5.62606, 0.60545], [0.97838, 3.23206, 1.43411], [-2.58173, 4.18456, 1.50198], [-2.37149, 3.99338, -0.25796], [-2.26916, 5.61907, 0.46693], [1.06615, 5.65119, 1.34511], [-0.37732, 6.51022, 0.69641], [0.71546, 5.59831, -0.39495], [-0.21596, -4.75193, 3.26046], [-0.22506, -3.42805, 0.23205], [-1.21603, -4.78202, 2.80332], [-1.22701, -3.79143, 0.49868], [-1.46385, -3.64513, 1.93238], [-1.94407, -4.76783, 3.61550], [-1.74396, -2.45469, 2.47884], [-1.70836, -1.35572, 1.89021], [-1.97510, -3.24098, -0.08282], [-2.03846, -2.49262, 3.54732], [-1.31734, -5.69472, 2.21016], [-1.28319, -4.85453, 0.26246], [0.53064, -0.42624, -2.43894], [1.53124, -0.22183, -3.43368], [0.01380, 0.27426, -5.40850], [1.07924, 0.66447, -4.59211], [-0.49814, -0.67247, -5.20402], [-0.40517, 1.10483, -6.44500], [2.37660, 0.25525, -2.91280], [1.77254, 1.85628, -4.85825], [-1.25631, 0.80049, -7.05311], [0.26184, 2.29928, -6.71258], [1.35960, 2.65695, -5.92274], [2.61454, 2.12794, -4.22079], [-0.05064, 2.91839, -7.55601], [1.91974, 3.55972, -6.15153], [-0.82947, 0.47493, -2.04162], [1.47919, -1.86826, 0.52453], [-2.27507, 0.18493, -3.20175], [-0.47014, 2.28832, -2.17461], [-1.55596, -0.19547, -0.48837], [-2.19619, 0.74592, -4.13920], [-3.16063, 0.55892, -2.66215], [-2.44438, -0.86871, -3.45570], [-2.57067, -0.58998, -0.63996], [-1.65197, 0.56804, 0.32063], [-0.86244, -1.01738, -0.23073], [-0.19463, 2.58274, -3.19986], [0.41479, 2.49986, -1.53928], [-1.32043, 2.89305, -1.82526], [-1.38745, 0.43189, 4.33771], [-0.60993, -0.04672, 5.78110], [-1.28442, -0.70039, 6.76290], [-0.67108, -1.34739, 7.92720], [0.54449, -0.55138, 8.35871], [1.45025, -0.29977, 7.16261], [0.69062, 0.19552, 6.02342], [-2.25169, -0.89663, 6.53942], [-0.37028, -2.37605, 7.67543], [-1.42936, -1.38493, 8.71819], [1.09973, -1.10131, 9.12123], [0.21678, 0.39697, 8.79524], [1.95884, -1.23994, 6.89200], [2.21948, 0.44392, 7.40075], [1.20153, 0.69278, 5.26506]], "lowdin_charge": [-0.075, -0.218, 0.084, -0.021, 0.089, -0.123, -0.104, 0.095, 0.073, 0.078, 0.067, 1.419, -0.213, -0.039, -0.387, -0.252, -0.151, -0.014, -0.016, 0.054, 0.101, 0.085, 0.085, 0.100, 0.085, 0.102, 0.096, -0.016, -0.045, -0.058, -0.169, 0.085, -0.327, -0.205, 0.096, 0.125, 0.087, 0.083, -0.216, -0.285, -0.080, -0.194, 0.124, -0.083, 0.124, -0.034, 0.105, -0.090, -0.088, 0.121, 0.100, 0.098, 0.354, -0.112, -0.177, -0.188, -0.220, 0.015, 0.034, 0.039, 0.057, 0.003, -0.044, 0.034, -0.092, 0.020, 0.578, -0.816, -0.001, -0.175, -0.173, -0.171, -0.018, 0.118, 0.122, 0.123, 0.117, 0.122, 0.126, 0.128, -0.062]}

---

No. 2
{"formula": "C24H44Cl3N2O7Zr", "method": "ωB97M-V with the def2-TZVPD basis set", "fmax_ev_per_a": 8.14, "charge": 1, "e_tot_ev": -81750.7998, "lumo_energy_ev": -4.48, "elements": ["Zr", "C", "C", "C", "C", "C", "C", "N", "O", "C", "C", "C", "H", "H", "H", "H", "H", "H", "H", "H", "H", "H", "H", "H", "H", "H", "H", "H", "H", "H", "C", "C", "C", "C", "C", "C", "N", "O", "C", "C", "C", "H", "H", "H", "H", "H", "H", "H", "H", "H", "H", "H", "H", "H", "H", "H", "H", "H", "H", "C", "C", "O", "O", "H", "H", "H", "C", "Cl", "Cl", "Cl", "H", "C", "C", "O", "C", "O", "O", "H", "H", "H", "H"], "positions_angstrom": [[3.16295, 21.29270, 18.28195], [3.03450, 21.62114, 13.05087], [3.43456, 20.36542, 13.71117], [4.11739, 19.41158, 12.67525], [5.48800, 19.93127, 12.32439], [6.35287, 20.03819, 13.55187], [5.67643, 20.81775, 14.77450], [4.23020, 20.50321, 14.95127], [3.52805, 21.13427, 16.12024], [5.90934, 22.36695, 14.63705], [6.55143, 20.31543, 15.88190], [2.19267, 19.59263, 14.09608], [2.56092, 22.33955, 13.71997], [2.45888, 21.37372, 12.15893], [3.79265, 22.26491, 12.60491], [3.59949, 19.52909, 11.72338], [4.16194, 18.40146, 13.08241], [5.47755, 20.88566, 11.79795], [5.88632, 19.16235, 11.66242], [7.27382, 20.55052, 13.27356], [6.77878, 19.05009, 13.72608], [5.50411, 23.04215, 15.39071], [5.35306, 22.74881, 13.78099], [6.94544, 22.66753, 14.48137], [6.46473, 19.31131, 16.29703], [6.29906, 20.94244, 16.73705], [7.62592, 20.27590, 15.70299], [2.56913, 18.63142, 14.44603], [1.54289, 19.32191, 13.26386], [1.63666, 20.20647, 14.80469], [5.33474, 19.96271, 21.86071], [6.11279, 19.16960, 20.75726], [6.94341, 17.96631, 21.34982], [6.00233, 16.86848, 22.00072], [5.11890, 16.29484, 20.81236], [4.30037, 17.36660, 19.94885], [5.12157, 18.64149, 19.74322], [4.51151, 19.54150, 18.75824], [2.90575, 17.58854, 20.63071], [4.07396, 16.57604, 18.54297], [7.17166, 20.03765, 20.08308], [4.40168, 19.52190, 22.21168], [4.97927, 20.93663, 21.52424], [5.98184, 20.15209, 22.71716], [7.56026, 18.23575, 22.20714], [7.50188, 17.39883, 20.60540], [5.30011, 17.36152, 22.67295], [6.56205, 16.17158, 22.62454], [4.38555, 15.62537, 21.26191], [5.69607, 15.63470, 20.16493], [2.08198, 17.52575, 19.91969], [2.84977, 18.46611, 21.27476], [2.82352, 16.78035, 21.35747], [3.45350, 15.68726, 18.65789], [4.95763, 16.17067, 18.05010], [3.50761, 17.22741, 17.87734], [6.98903, 21.09396, 19.88574], [7.59159, 19.63426, 19.16165], [8.11815, 20.04478, 20.62364], [5.30799, 24.91042, 18.84126], [4.67554, 23.59505, 18.42669], [5.06951, 22.48328, 18.69288], [3.48167, 23.45841, 17.96686], [5.45955, 25.05012, 19.91160], [4.74506, 25.79312, 18.53789], [6.33173, 25.01413, 18.48168], [3.51532, 27.19078, 15.66567], [3.63727, 28.56614, 16.91521], [3.55532, 27.88014, 14.03218], [2.01964, 26.30946, 15.89138], [4.34750, 26.48852, 15.71466], [-1.75465, 23.79421, 16.52461], [-0.84738, 24.14065, 15.33441], [0.39856, 23.71828, 15.78531], [0.20908, 22.81966, 16.81582], [1.15107, 22.19092, 17.36310], [-1.11657, 22.73433, 17.10260], [-2.69957, 23.42403, 16.12687], [-1.90248, 24.60650, 17.23624], [-0.89674, 25.22880, 15.37437], [-1.20219, 23.97507, 14.31717]], "lowdin_charge": [2.082, -0.049, -0.545, -0.123, -0.204, -0.129, -0.441, -0.028, -0.316, -0.013, -0.072, -0.047, 0.088, 0.097, 0.070, 0.126, 0.129, 0.114, 0.117, 0.119, 0.120, 0.065, 0.058, 0.087, 0.090, 0.060, 0.095, 0.088, 0.093, 0.068, -0.025, -0.451, -0.122, -0.145, -0.130, -0.400, -0.098, -0.354, -0.039, -0.034, -0.051, 0.056, 0.058, 0.089, 0.114, 0.120, 0.092, 0.106, 0.097, 0.102, 0.070, 0.054, 0.071, 0.077, 0.075, 0.056, 0.065, 0.086, 0.081, 0.053, -0.624, -0.074, -0.176, 0.101, 0.075, 0.099, -1.474, 0.457, 0.531, 0.562, 0.012, -0.130, -0.130, 0.039, -0.371, -0.038, 0.100, 0.148, 0.148, 0.122, 0.149]}